--- w ---
A structure of composition C34H34N3O5P2Pt, computed with ωB97M-V with the def2-TZVPD basis set.

Last column: Löwdin charge in e.
Geometry (Å):
Pt: -0.553 1.165 -0.933  0.558
C: 0.720 0.245 -4.167  -0.016
C: 0.517 -1.016 -3.403  -0.371
N: 0.306 -1.082 -2.112  0.101
C: 0.197 -2.430 -1.798  -0.118
C: 0.350 -3.171 -2.943  -0.088
N: 0.551 -2.260 -3.942  0.163
C: 0.347 -4.639 -3.282  -0.598
O: 0.202 -5.430 -2.303  0.007
O: 0.516 -4.915 -4.473  0.003
C: -0.062 -2.884 -0.384  -0.540
O: -0.161 -4.172 -0.205  0.063
O: -0.202 -2.066 0.502  0.029
H: 0.270 1.055 -3.589  0.032
H: 0.261 0.197 -5.155  0.076
H: 1.783 0.463 -4.289  0.081
H: 0.696 -2.551 -4.897  0.159
H: 0.070 -4.761 -1.131  0.060
C: -0.146 3.758 1.862  -0.181
N: 0.778 2.620 1.846  -0.509
P: 0.327 1.185 2.776  1.062
C: 1.271 1.507 4.323  -0.382
C: 1.912 2.712 4.592  -0.109
C: 2.620 2.887 5.774  -0.093
C: 2.694 1.859 6.702  -0.105
C: 2.062 0.650 6.440  -0.094
C: 1.362 0.476 5.257  -0.102
C: -1.357 1.617 3.367  -0.368
C: -1.623 2.349 4.523  -0.095
C: -2.930 2.650 4.877  -0.091
C: -3.983 2.228 4.075  -0.098
C: -3.729 1.495 2.925  -0.080
C: -2.421 1.183 2.579  -0.097
P: 1.176 2.065 0.248  0.746
C: 2.647 1.050 0.667  -0.357
C: 2.732 -0.219 0.106  -0.091
C: 3.810 -1.046 0.393  -0.071
C: 4.804 -0.612 1.256  -0.095
C: 4.719 0.650 1.834  -0.090
C: 3.647 1.476 1.541  -0.103
C: 1.972 3.542 -0.481  -0.339
C: 1.825 3.739 -1.850  -0.101
C: 2.453 4.801 -2.486  -0.089
C: 3.224 5.691 -1.751  -0.100
C: 3.364 5.511 -0.380  -0.089
C: 2.747 4.443 0.248  -0.103
H: -0.255 4.125 2.883  0.071
H: -1.135 3.501 1.467  0.063
H: 0.263 4.562 1.247  0.066
H: 1.853 3.506 3.858  0.087
H: 3.114 3.831 5.972  0.096
H: 3.247 1.996 7.623  0.094
H: 2.125 -0.161 7.154  0.098
H: 0.887 -0.476 5.044  0.106
H: -0.802 2.683 5.146  0.098
H: -3.128 3.219 5.777  0.096
H: -5.002 2.470 4.352  0.095
H: -4.545 1.164 2.296  0.100
H: -2.208 0.620 1.677  0.068
H: 1.923 -0.563 -0.527  0.056
H: 3.852 -2.038 -0.038  0.105
H: 5.640 -1.260 1.492  0.095
H: 5.485 0.986 2.522  0.096
H: 3.574 2.446 2.015  0.081
H: 1.193 3.049 -2.399  0.064
H: 2.332 4.940 -3.553  0.098
H: 3.711 6.524 -2.242  0.095
H: 3.959 6.209 0.197  0.098
H: 2.850 4.308 1.319  0.090
C: -3.077 -0.832 -0.646  -0.071
O: -3.339 0.310 -1.478  -0.156
C: -2.355 1.170 -1.691  -0.468
C: -2.842 2.172 -2.695  -0.111
H: -3.110 -1.722 -1.275  0.096
H: -3.868 -0.886 0.102  0.087
H: -2.096 -0.770 -0.178  0.026
H: -3.717 2.694 -2.294  0.078
H: -3.152 1.649 -3.606  0.079
H: -2.070 2.902 -2.918  0.048

Summary:
- Net charge: -1

---

--- x ---
A structure of composition C34H34N3O5P2Pt, computed with ωB97M-V with the def2-TZVPD basis set.

Last column: Löwdin charge in e.
Geometry (Å):
Pt: 0.318 -0.874 -0.095  0.933
C: -2.131 -0.142 2.960  0.002
C: -0.648 -0.190 3.026  -0.319
N: 0.205 -0.403 2.040  0.025
C: 1.468 -0.304 2.571  -0.122
C: 1.382 -0.038 3.906  -0.080
N: 0.039 0.028 4.170  0.178
C: 2.359 0.185 4.998  -0.502
O: 3.625 0.120 4.673  0.120
O: 1.954 0.393 6.124  0.075
C: 2.652 -0.423 1.673  -0.558
O: 3.787 -0.333 2.181  0.037
O: 2.397 -0.613 0.452  -0.114
H: -2.441 0.007 1.931  0.029
H: -2.507 0.690 3.557  0.090
H: -2.574 -1.072 3.322  0.081
H: -0.330 0.233 5.084  0.169
H: 3.746 -0.064 3.665  0.061
C: -3.294 0.212 -2.475  -0.134
N: -2.586 0.156 -1.198  -0.485
P: -1.714 -1.314 -0.823  0.783
C: -2.808 -2.136 0.387  -0.327
C: -2.212 -3.024 1.284  -0.112
C: -2.977 -3.718 2.206  -0.097
C: -4.357 -3.541 2.241  -0.105
C: -4.961 -2.679 1.339  -0.090
C: -4.189 -1.982 0.415  -0.094
C: -1.525 -2.390 -2.129  -0.384
C: -0.076 -2.487 -2.566  -0.318
C: -0.036 -2.844 -4.037  -0.095
C: -1.030 -3.560 -4.593  -0.145
C: -2.259 -3.874 -3.891  -0.154
C: -2.504 -3.210 -2.721  -0.157
P: -2.042 1.546 -0.383  1.004
C: -3.603 2.469 -0.088  -0.360
C: -3.565 3.833 0.216  -0.112
C: -4.712 4.513 0.590  -0.098
C: -5.927 3.843 0.677  -0.108
C: -5.977 2.487 0.389  -0.092
C: -4.825 1.809 0.013  -0.095
C: -1.253 2.639 -1.635  -0.356
C: 0.141 2.650 -1.639  -0.113
C: 0.844 3.435 -2.541  -0.086
C: 0.159 4.220 -3.457  -0.101
C: -1.230 4.223 -3.463  -0.094
C: -1.929 3.441 -2.555  -0.111
H: -2.837 -0.491 -3.174  0.073
H: -3.226 1.211 -2.904  0.062
H: -4.356 -0.041 -2.370  0.069
H: -1.135 -3.152 1.254  0.094
H: -2.500 -4.398 2.902  0.100
H: -4.956 -4.080 2.965  0.094
H: -6.036 -2.548 1.351  0.097
H: -4.668 -1.315 -0.290  0.080
H: 0.433 -3.302 -2.012  0.133
H: 0.844 -2.606 -4.625  0.089
H: -0.932 -3.877 -5.628  0.085
H: -3.010 -4.500 -4.355  0.064
H: -3.486 -3.282 -2.254  0.095
H: -2.624 4.369 0.153  0.105
H: -4.660 5.571 0.816  0.097
H: -6.824 4.374 0.968  0.094
H: -6.916 1.952 0.456  0.098
H: -4.867 0.749 -0.200  0.066
H: 0.674 2.017 -0.939  0.086
H: 1.927 3.425 -2.532  0.105
H: 0.706 4.831 -4.165  0.096
H: -1.770 4.836 -4.174  0.096
H: -3.012 3.474 -2.550  0.100
C: 0.362 0.267 -4.060  -0.099
O: 0.103 -0.022 -2.704  -0.257
C: 0.670 -1.210 -2.105  -0.555
C: 2.163 -1.303 -2.375  -0.090
H: -0.069 -0.477 -4.733  0.076
H: 1.434 0.361 -4.267  0.084
H: -0.107 1.235 -4.254  0.079
H: 2.374 -1.501 -3.431  0.066
H: 2.587 -2.118 -1.790  0.078
H: 2.675 -0.387 -2.080  0.074

Summary:
- Net charge: -1

---

Most stable structure - x; separation to the second - 61.7 kJ/mol.